1.
{
  "formula": "C24H31AuN5O2SSeSi",
  "method": "ωB97M-V/def2-TZVPD",
  "orbital_gap_ev": [6.428, 3.301],
  "energy_ev": -124683.253,
  "total_charge": 1,
  "lumo_ev": [-3.33, -6.46],
  "multiplicity": 3,
  "elements": ["Au", "O", "C", "O", "C", "C", "C", "N", "C", "C", "C", "C", "C", "C", "C", "N", "C", "C", "C", "C", "C", "N", "H", "H", "H", "H", "H", "H", "H", "H", "H", "H", "C", "Si", "C", "C", "Se", "H", "H", "H", "H", "H", "H", "H", "H", "H", "C", "C", "N", "C", "S", "N", "C", "C", "H", "H", "H", "H", "H", "H", "H", "H", "H", "H", "H", "H"],
  "xyz": [[0.49673, -0.20298, 0.63147], [0.05005, 1.72568, -6.14853], [-0.27039, 2.51129, -5.25664], [-0.71382, 3.65626, -5.16597], [-0.03731, 1.85379, -3.78192], [-0.33691, 2.58180, -2.64467], [-0.20273, 1.96563, -1.40756], [0.21993, 0.70130, -1.32516], [0.53037, -0.01096, -2.41202], [0.41665, 0.55152, -3.67614], [0.97941, -1.39521, -2.17173], [1.04125, -2.35258, -3.17618], [1.45167, -3.63670, -2.86007], [1.78800, -3.94314, -1.54949], [1.69865, -2.94153, -0.60242], [1.31170, -1.70464, -0.90915], [-0.52804, 2.62017, -0.12578], [-1.23924, 3.81127, -0.04814], [-1.54733, 4.33423, 1.19628], [-1.14112, 3.66102, 2.33912], [-0.42910, 2.48715, 2.18377], [-0.12700, 1.98884, 0.98745], [-0.65772, 3.60867, -2.75386], [0.67954, 0.01532, -4.57775], [0.75477, -2.10407, -4.18730], [1.50089, -4.39296, -3.63158], [2.10409, -4.93664, -1.26633], [1.94346, -3.11893, 0.43761], [-1.56365, 4.31433, -0.94684], [-2.10686, 5.25669, 1.27116], [-1.37519, 4.03327, 3.32584], [-0.08185, 1.91815, 3.03778], [3.51717, 1.33001, 2.17963], [3.43890, -0.26462, 3.16313], [4.58513, -1.63734, 2.58597], [3.55097, -0.05728, 5.02369], [1.25975, -1.12611, 2.77420], [4.46498, 1.84079, 2.36268], [2.70981, 2.00524, 2.46902], [3.43290, 1.13985, 1.10862], [5.58093, -1.47128, 3.00033], [4.66761, -1.68264, 1.49960], [4.22985, -2.60424, 2.94717], [4.58926, 0.12953, 5.30356], [3.22133, -0.96735, 5.52744], [2.94392, 0.77234, 5.38744], [-3.51565, -4.53830, 3.33261], [-2.76463, -3.27446, 3.74989], [-2.20947, -2.53698, 2.61803], [-2.88641, -1.75007, 1.77840], [-2.11266, -0.96348, 0.47013], [-4.19904, -1.61195, 1.96781], [-5.10681, -0.81577, 1.14716], [-5.78849, -1.65075, 0.07052], [-3.92066, -5.03889, 4.21172], [-2.84065, -5.22644, 2.82504], [-4.34252, -4.32089, 2.65647], [-1.91935, -3.54405, 4.38075], [-3.40886, -2.61479, 4.33751], [-1.22561, -2.61253, 2.46138], [-4.63668, -2.21499, 2.64693], [-4.52969, -0.01469, 0.69411], [-5.84721, -0.37470, 1.81472], [-5.04429, -2.08529, -0.59705], [-6.45830, -1.02406, -0.51683], [-6.37401, -2.45798, 0.51322]]
}

---

2.
{
  "formula": "C24H31BN9OSn",
  "method": "ωB97M-V/def2-TZVPD",
  "orbital_gap_ev": [8.228, 6.220],
  "energy_ev": -47346.467,
  "relative_energy_kcal_mol": 4.5,
  "total_charge": 2,
  "lumo_ev": [-5.69, -7.70],
  "multiplicity": 2,
  "elements": ["Sn", "C", "C", "C", "C", "N", "N", "B", "N", "C", "C", "C", "C", "N", "N", "C", "C", "C", "C", "N", "N", "C", "C", "C", "C", "N", "H", "H", "H", "H", "H", "H", "H", "H", "H", "H", "H", "H", "H", "H", "H", "H", "H", "H", "H", "H", "O", "C", "C", "C", "C", "C", "C", "C", "C", "N", "H", "H", "H", "H", "H", "H", "H", "H", "H", "H", "H"],
  "xyz": [[-0.89106, 0.55178, -0.03565], [-3.45107, -1.74917, -1.14945], [-2.07569, -2.29079, -0.95802], [-1.58978, -3.55574, -1.25923], [-0.28427, -3.57802, -0.80309], [0.00452, -2.38936, -0.25848], [-1.10202, -1.59100, -0.35066], [1.21019, -1.83198, 0.54148], [1.83780, -0.67098, -0.31608], [3.04234, -0.62126, -0.88607], [3.18848, 0.58824, -1.53855], [1.99528, 1.26553, -1.34069], [1.63569, 2.63366, -1.81893], [1.17122, 0.48530, -0.60533], [0.65834, -1.17958, 1.86123], [0.80439, -1.62039, 3.11518], [0.10820, -0.78636, 3.97131], [-0.47332, 0.18103, 3.16142], [-1.32767, 1.34190, 3.54183], [-0.12928, -0.06870, 1.88477], [2.25371, -2.83329, 0.89118], [3.43066, -2.58974, 1.54155], [3.98925, -3.79337, 1.85641], [3.07417, -4.76042, 1.36962], [3.18723, -6.24789, 1.43586], [2.03489, -4.17741, 0.80469], [-3.69529, -1.65509, -2.20770], [-3.57800, -0.77880, -0.66486], [-4.18073, -2.42902, -0.71120], [-2.12653, -4.36603, -1.72090], [0.44758, -4.36619, -0.77849], [3.72720, -1.44720, -0.79069], [4.05170, 0.93644, -2.07858], [1.71901, 2.69713, -2.90561], [2.33306, 3.36549, -1.41095], [0.63336, 2.93109, -1.52234], [1.39631, -2.49766, 3.32093], [0.03394, -0.86693, 5.04160], [-1.77046, 1.17480, 4.52074], [-2.14025, 1.49868, 2.82968], [-0.73828, 2.25789, 3.60322], [3.76921, -1.58550, 1.74433], [4.92248, -3.97000, 2.36293], [4.06994, -6.54049, 1.99974], [3.26549, -6.67443, 0.43618], [2.31111, -6.68142, 1.91632], [-1.04994, 0.86475, -2.43324], [-2.22317, 1.20098, -3.22206], [-2.69729, 2.61885, -2.99520], [-3.08472, 2.90272, -1.52957], [-2.04588, 3.62033, -0.70896], [-1.94468, 5.00733, -0.76008], [-1.02462, 5.66740, 0.03306], [-0.21117, 4.93310, 0.88883], [-0.34841, 3.56521, 0.89249], [-1.23752, 2.93084, 0.10830], [-0.26090, 1.21816, -2.86265], [-2.98890, 0.48972, -2.91691], [-1.98808, 1.01574, -4.26971], [-3.57325, 2.75787, -3.63148], [-1.95186, 3.33692, -3.34752], [-3.36010, 1.97085, -1.02749], [-3.97883, 3.52571, -1.51485], [-2.60942, 5.55973, -1.41093], [-0.95013, 6.74618, -0.00257], [0.50990, 5.41061, 1.53651], [0.26590, 2.94223, 1.53343]]
}

---

3.
{
  "formula": "C24H31BaN3O2S3",
  "method": "ωB97M-V/def2-TZVPD",
  "orbital_gap_ev": [6.684, 5.993],
  "energy_ev": -67153.224,
  "lumo_ev": [-0.78, -1.47],
  "multiplicity": 1,
  "elements": ["Ba", "S", "C", "S", "C", "N", "N", "C", "C", "C", "C", "C", "C", "S", "H", "H", "H", "H", "H", "C", "C", "C", "C", "H", "H", "H", "H", "H", "H", "H", "H", "H", "O", "N", "C", "C", "C", "C", "C", "C", "C", "C", "C", "C", "C", "C", "O", "H", "H", "H", "H", "H", "H", "H", "H", "H", "H", "H", "H", "H", "H", "H", "H", "H"],
  "xyz": [[0.25979, 0.73001, -0.92425], [-6.71924, 2.43717, 2.61591], [-5.49761, 1.46509, 2.07011], [-3.83393, 2.00686, 2.06960], [-3.32217, 0.46878, 1.42378], [-4.29114, -0.34607, 1.20732], [-5.50956, 0.20841, 1.55705], [-6.64164, -0.64062, 1.35687], [-6.44950, -2.01767, 1.44111], [-7.52045, -2.87295, 1.24429], [-8.78230, -2.37020, 0.96289], [-8.96281, -0.99940, 0.87569], [-7.90087, -0.12804, 1.07004], [-1.66297, 0.11235, 1.10064], [-5.46696, -2.40803, 1.65596], [-7.36313, -3.94145, 1.31685], [-9.61695, -3.04274, 0.81350], [-9.94007, -0.59168, 0.65229], [-8.05013, 0.93675, 1.00247], [1.55139, -3.01874, -1.39044], [0.22191, -3.09669, -2.14531], [0.41710, -3.05077, -3.65530], [-0.72362, -2.05363, -1.66760], [2.20459, -3.84899, -1.66197], [1.39660, -3.04940, -0.31081], [2.08814, -2.09515, -1.63262], [-0.23659, -4.06708, -1.89186], [0.89306, -2.11359, -3.95534], [-0.53797, -3.12865, -4.17677], [1.05381, -3.86983, -3.99310], [-0.89768, -1.91140, -0.60492], [-1.51000, -1.68281, -2.32054], [3.90786, -1.15896, -4.80041], [3.45552, -0.99765, -3.77201], [1.93048, 1.33356, 3.13831], [2.85080, 0.26759, 2.53882], [2.03390, -0.92548, 2.02935], [3.82606, 0.85776, 1.53169], [5.18588, 0.80833, 1.82285], [6.13496, 1.39544, 1.00236], [5.71270, 2.08833, -0.11983], [4.36809, 2.17151, -0.46009], [3.96984, 3.07236, -1.62002], [3.25100, 4.32667, -1.11571], [3.14817, 2.40974, -2.73105], [3.41624, 1.50820, 0.34767], [2.14101, 1.49266, -0.02931], [1.27653, 0.89539, 3.89494], [1.29950, 1.77840, 2.36824], [2.51301, 2.13018, 3.60232], [3.47785, -0.11267, 3.35052], [1.22527, -0.59022, 1.37677], [1.53732, -1.42403, 2.86414], [2.65170, -1.65573, 1.50485], [5.50346, 0.29972, 2.72695], [7.18721, 1.33387, 1.24763], [6.44194, 2.59104, -0.74691], [4.91126, 3.39123, -2.07656], [2.33703, 4.05053, -0.58616], [2.98588, 4.98682, -1.94549], [3.88223, 4.88261, -0.42277], [2.10600, 2.33091, -2.41063], [3.52036, 1.41836, -2.98198], [3.16185, 3.02368, -3.63404]]
}

---

What is the formula in the third record? C24H31BaN3O2S3